1.
74
Properties=species:S:1:pos:R:3:forces:R:3:lowdin_charge:R:1 method="wB97M-V/def2-TZVPD" homo_lumo_gap_ev=5.68 relative_energy_kcal_mol=38.0 total_charge=-1 largest_force_ev_per_a=3.68 homo_energy_ev=-4.38 lumo_energy_ev=1.30
K 7.581459 10.961589 13.423080 0.165 -0.061 -0.791 0.904
O 6.158245 12.027178 15.271397 0.058 0.956 -0.125 -0.092
C 6.290946 12.107827 16.479979 -0.431 -1.487 0.400 -0.209
C 6.746900 10.929983 17.243182 0.981 -0.878 -0.037 -0.103
C 6.365171 10.743626 18.555353 0.278 0.036 0.232 0.031
C 6.500617 9.502520 19.220232 -0.871 1.396 -0.902 -0.197
C 6.891424 8.364656 18.490035 0.428 0.405 1.048 -0.019
C 7.539633 8.560042 17.322284 -0.271 -1.388 -1.073 -0.025
C 7.568239 9.814583 16.631962 0.050 1.616 -0.090 -0.375
O 8.278728 9.978113 15.614355 -0.493 -0.113 0.394 -0.142
N 5.900205 9.416106 20.486234 -1.656 -0.133 1.534 -0.347
O 6.066755 8.376009 21.166381 -0.187 1.542 -0.871 0.010
O 5.147204 10.368682 20.859480 1.542 -1.784 -0.145 -0.017
H 5.871381 12.989502 17.034498 0.460 -0.387 -0.105 0.132
H 5.954621 11.582069 19.111698 -0.160 -0.219 -0.083 0.120
H 6.691110 7.400816 18.935874 0.340 -0.137 -0.060 0.116
H 7.917633 7.693623 16.750007 -0.164 0.609 0.339 0.122
I 14.327043 9.229151 14.676526 0.297 0.504 -0.198 0.957
C 15.939850 10.491740 14.093921 0.258 0.184 2.277 -0.614
C 16.583206 11.105624 15.160191 -0.832 0.110 -0.387 -0.171
C 17.848386 11.690271 15.018451 -0.014 -0.313 -0.884 -0.084
C 18.520948 11.491676 13.831686 1.646 0.805 0.444 -0.044
C 17.942161 10.816544 12.732791 -0.455 1.058 1.141 -0.174
C 18.666396 10.627475 11.535491 0.758 0.049 0.797 -0.045
C 18.002421 10.046075 10.512923 1.624 -1.299 -2.126 -0.088
C 16.629044 9.777550 10.547206 0.248 0.549 0.942 -0.074
C 15.877812 10.138078 11.638316 0.939 -1.120 0.053 -0.367
P 14.103101 10.277524 11.535403 -1.393 0.704 0.008 1.019
C 13.492526 8.609574 11.214496 -0.796 -0.158 0.387 -0.436
C 12.146030 8.541961 10.866089 -0.296 0.194 -0.341 -0.123
C 11.510298 7.335681 10.547711 0.043 -0.190 -0.001 -0.079
C 12.238348 6.150640 10.619973 1.436 0.425 0.905 -0.067
C 13.576443 6.224769 11.145442 -1.094 -1.080 -0.540 -0.089
C 14.158016 7.418635 11.489297 1.082 0.717 -0.431 -0.151
C 13.939336 11.117181 9.889367 0.290 -0.630 -0.207 -0.364
C 13.262816 10.637279 8.793666 -0.110 0.271 -1.370 -0.065
C 13.276550 11.397516 7.571486 -1.351 -2.119 1.693 -0.088
C 13.924613 12.580544 7.476384 0.694 0.935 -1.020 -0.116
C 14.636353 13.074738 8.586033 -0.046 -0.147 -1.023 -0.082
C 14.610985 12.327718 9.736990 0.308 0.789 0.695 -0.129
C 16.555987 10.473277 12.850584 0.494 -0.125 -1.949 -0.233
H 16.034904 11.228083 16.083332 0.156 -0.269 0.199 0.080
H 18.259592 12.256498 15.838513 0.198 0.030 0.007 0.100
H 19.557885 11.936094 13.700015 -1.315 -0.743 0.194 0.129
H 19.773443 10.843169 11.557072 -1.435 -0.177 -0.305 0.133
H 18.594765 9.690512 9.619247 -0.797 0.603 0.927 0.124
H 16.174529 9.259576 9.741077 -0.469 0.037 -0.875 0.110
H 11.605216 9.491167 10.813265 -0.161 -0.424 -0.085 0.112
H 10.459585 7.332430 10.240114 0.468 0.089 0.170 0.056
H 11.805648 5.180574 10.363923 0.133 0.388 0.050 0.098
H 14.185981 5.324523 11.261845 -0.421 0.106 -0.005 0.097
H 15.189791 7.487751 11.885593 -0.675 -0.342 -0.304 0.101
H 12.746210 9.669765 8.812948 0.205 0.540 -0.062 0.096
H 12.646868 10.982832 6.791555 0.320 0.226 -0.299 0.102
H 13.919489 13.057935 6.474936 0.108 0.060 0.948 0.110
H 15.245409 13.981573 8.471847 -0.410 -0.380 0.343 0.106
H 15.123703 12.714137 10.599209 0.340 0.161 0.305 0.098
Cl 8.509735 8.129120 8.596185 -0.282 0.063 -0.031 0.677
C 7.791542 9.699583 8.576653 -0.318 2.876 2.274 -0.591
C 7.245300 10.247720 7.445248 -0.376 0.886 0.520 -0.174
C 6.695293 11.563700 7.400857 1.087 -1.734 1.104 -0.645
Cl 6.217963 12.068779 5.817219 -0.463 0.576 -0.117 0.625
C 6.713076 12.359162 8.572216 -0.515 -0.224 -0.895 -0.192
C 6.071719 13.638135 8.624520 -0.099 1.106 -0.317 -0.061
C 6.157611 14.450678 9.715075 0.505 0.335 0.630 -0.061
C 6.681869 13.829625 10.932654 -0.150 0.652 -2.089 -0.167
N 7.238618 12.669108 10.931458 0.033 -1.806 -0.216 0.066
C 7.316293 11.880333 9.770627 -0.727 0.863 0.499 -0.148
C 7.756716 10.512231 9.884261 0.633 -3.391 -0.177 -0.366
O 8.016745 9.881215 10.974082 -0.117 1.655 -1.261 -0.193
H 7.159321 9.611256 6.595205 0.118 -0.133 -0.778 0.078
H 5.479179 14.022386 7.781183 0.739 -0.370 0.006 0.097
H 5.960177 15.572846 9.642120 -0.335 -1.869 0.372 0.117
H 6.546649 14.315607 11.868559 0.225 0.527 0.739 0.086

=====

2.
80
Properties=species:S:1:pos:R:3:forces:R:3:lowdin_charge:R:1 method="wB97M-V/def2-TZVPD" homo_lumo_gap_ev=7.11 total_charge=+2 largest_force_ev_per_a=2.71 homo_energy_ev=-14.02 lumo_energy_ev=-6.91
Ta -0.093122 -0.557318 -0.599601 -0.397 -0.504 -0.779 1.629
O 1.274967 -0.529782 1.139249 -0.139 0.280 -0.323 -0.402
S 1.932350 -1.856396 0.897860 -1.024 0.137 -1.150 0.673
O 3.351947 -1.864340 0.895449 -0.739 -0.438 0.009 -0.189
O 1.225603 -2.223584 -0.503628 0.881 1.416 2.133 -0.453
C 1.142369 -2.867997 2.103839 0.857 -0.245 -0.825 -0.277
C 1.939414 -3.686416 2.856969 0.004 -0.535 0.436 -0.017
C 1.358843 -4.559658 3.774121 0.023 0.433 0.256 -0.009
C -0.008908 -4.589195 3.905253 -0.176 -0.014 -0.342 -0.007
C -0.794007 -3.816977 3.058061 -0.419 -0.157 0.753 -0.061
C -0.239028 -2.921213 2.191793 -0.765 0.219 -1.082 -0.321
P -1.432663 -2.011589 1.137646 0.283 0.976 0.383 1.029
C -2.665372 -3.166723 0.590570 0.018 -0.892 -0.354 -0.363
C -3.989152 -3.145014 1.018699 0.292 -0.820 -0.742 -0.047
C -4.850273 -4.199249 0.691018 0.791 0.598 0.042 -0.036
C -4.387401 -5.238608 -0.081394 0.801 0.255 -0.514 -0.039
C -3.080532 -5.219485 -0.593632 0.214 -0.449 0.368 -0.044
C -2.203776 -4.217770 -0.223359 -0.335 0.311 0.040 -0.097
C -2.206228 -0.814273 2.216442 -0.130 1.018 0.571 -0.369
C -1.719167 -0.626981 3.504240 -0.600 -0.147 0.574 -0.067
C -2.302326 0.323883 4.354607 0.820 -0.080 -0.367 -0.045
C -3.246788 1.209419 3.865085 -0.245 -0.690 -0.309 -0.041
C -3.728652 1.077866 2.553866 0.712 -0.543 0.181 -0.040
C -3.188588 0.088177 1.750860 0.051 -0.582 0.044 -0.115
H 2.998513 -3.668936 2.744525 0.630 0.099 -0.108 0.122
H 1.974069 -5.151208 4.425173 0.233 -0.226 0.032 0.125
H -0.501329 -5.212399 4.623916 -0.016 -0.340 0.260 0.124
H -1.870058 -3.870392 3.115340 -0.178 -0.143 0.101 0.127
H -4.340251 -2.303931 1.541428 -0.482 0.781 0.865 0.089
H -5.856834 -4.189232 1.042070 -0.528 0.025 0.187 0.113
H -5.031676 -6.046890 -0.336557 -0.394 -0.492 -0.115 0.111
H -2.697559 -6.047856 -1.189665 -0.275 0.204 0.028 0.120
H -1.171413 -4.212810 -0.561716 -0.109 -0.238 0.055 0.103
H -0.954915 -1.273498 3.914022 0.028 0.033 -0.035 0.103
H -1.924656 0.367451 5.379102 -0.293 0.208 -0.321 0.120
H -3.649700 1.934238 4.530290 -0.328 0.578 0.307 0.107
H -4.504658 1.697440 2.131368 0.016 0.234 0.209 0.119
H -3.545306 -0.016751 0.741120 -0.164 0.012 -0.316 0.096
F -2.578944 -4.542824 -5.852817 -0.047 0.079 0.270 0.174
C -2.408154 -3.520441 -5.037928 0.491 0.818 0.136 -0.104
C -1.585579 -3.644311 -3.898097 -0.404 -0.134 -0.237 -0.131
F -1.083746 -4.826062 -3.578804 0.245 0.005 0.008 0.149
C -1.370053 -2.525577 -3.129084 0.266 0.348 0.545 -0.186
F -0.514225 -2.516649 -2.029876 -0.266 -0.477 -0.526 -0.086
C -1.969636 -1.303880 -3.342141 0.094 -0.399 0.268 -0.460
S -1.942905 -0.078259 -2.061707 0.378 -0.095 -0.291 0.796
C -2.713466 -1.177736 -4.491285 -0.280 -0.280 -0.081 -0.226
F -3.271913 -0.003848 -4.705385 -0.414 0.212 -0.558 0.126
C -2.925485 -2.262869 -5.362999 0.355 0.175 0.805 -0.118
F -3.627064 -2.083092 -6.455287 -0.185 -0.064 -0.247 0.176
C 1.599655 6.877400 -0.276364 -1.328 -0.244 0.570 -0.039
C 2.749186 5.918419 -0.178214 0.250 0.002 -0.285 -0.276
C 3.807871 6.329973 -1.200439 0.060 -1.256 -0.071 -0.117
C 5.021912 5.402299 -1.080063 -0.036 0.837 -0.146 -0.104
C 4.602829 3.984180 -1.245227 0.605 -0.174 0.150 -0.114
C 5.470959 2.995698 -1.635888 0.255 -0.353 -0.443 0.110
C 5.040981 1.672881 -1.800313 0.189 0.194 -0.049 -0.241
F 5.906286 0.715185 -2.095855 0.389 0.167 -0.145 0.128
C 3.744043 1.337709 -1.680886 -0.411 -0.880 0.029 0.095
C 2.849786 2.308198 -1.228967 1.006 -0.042 0.112 -0.051
C 1.559557 1.920361 -0.892931 -0.632 -1.191 -0.562 -0.210
O 1.209657 0.704141 -1.302374 -0.168 0.143 0.346 -0.205
C 0.729282 2.747580 -0.180184 0.543 0.148 0.140 -0.005
C 1.196981 4.046280 0.011458 -0.388 0.493 0.423 0.088
N 2.375227 4.471199 -0.394930 -0.156 0.549 0.149 0.081
C 3.297151 3.594680 -0.931401 -0.498 0.243 -0.484 -0.049
C -0.512708 2.309231 0.470227 -0.602 -0.320 -0.280 -0.440
O -1.227851 3.030140 1.082390 -0.138 0.078 0.246 0.197
O -0.811019 0.977747 0.284573 0.524 -0.002 -0.015 -0.291
H 2.045559 7.857283 -0.266662 -0.084 0.468 0.050 0.094
H 0.841274 6.839070 0.538574 0.714 -0.016 -0.362 0.102
H 1.047875 6.754073 -1.201720 0.016 0.031 -0.330 0.103
H 3.155229 5.966061 0.825178 0.321 -0.061 0.228 0.165
H 4.072377 7.345501 -0.984650 0.230 0.531 0.007 0.124
H 3.390393 6.279939 -2.221678 0.063 0.088 0.369 0.149
H 5.482422 5.551147 -0.110070 0.042 -0.069 0.416 0.136
H 5.803700 5.691603 -1.780977 -0.088 -0.214 -0.239 0.136
H 6.500994 3.180306 -1.897344 0.181 0.344 0.163 0.150
H 3.436431 0.303928 -1.821084 0.044 0.326 -0.055 0.148
H 0.591391 4.781335 0.536800 -0.055 -0.290 -0.174 0.155

=====

3.
75
Properties=species:S:1:pos:R:3:forces:R:3:lowdin_charge:R:1 method="wB97M-V/def2-TZVPD" homo_lumo_gap_ev=7.29 smiles="CN(C)C(=O)Cc1c(S)ccc2nsnc12.O=C1c2ccccc2C(=O)c2ccccc21.O=C1c2ccccc2C(=O)c2ccccc21" largest_force_ev_per_a=5.63 homo_energy_ev=-8.73 lumo_energy_ev=-1.44
C 3.235800 6.396669 -2.640164 0.088 -0.397 1.066 -0.094
N 2.274133 6.070090 -3.742257 -0.794 2.182 -0.124 -0.171
C 1.001979 5.661134 -3.045714 -0.251 -1.564 0.486 -0.084
C 2.060291 7.194087 -4.659092 1.023 3.740 -0.234 -0.351
O 2.511971 8.375364 -4.476300 -1.399 -4.863 -0.319 0.008
C 1.239001 6.977223 -6.053514 0.707 -1.774 0.941 -0.061
C 1.453112 5.417990 -6.437356 -1.641 -1.638 -0.428 -0.114
C 0.301061 4.360466 -6.379618 5.176 0.194 -0.648 -0.493
S -1.442300 4.812391 -5.915040 1.416 -0.644 0.351 0.687
C 0.728340 2.862855 -6.753345 3.167 1.087 -0.488 -0.067
C 2.150448 2.441533 -7.169211 -2.202 2.673 0.977 -0.012
C 3.305432 3.537168 -7.262720 -0.871 -0.107 0.138 -0.288
N 4.664214 3.298346 -7.673438 -3.776 3.713 1.903 -0.260
S 5.372998 4.866125 -7.527645 -3.274 -0.560 0.590 0.910
N 4.081677 5.886671 -7.012731 -2.041 -4.401 -0.239 -0.249
C 2.915789 5.021122 -6.876824 1.701 -1.111 -0.807 -0.214
H 2.603628 6.778704 -1.746191 1.412 -0.161 -1.314 0.099
H 4.068629 7.119658 -2.928568 -1.421 -0.994 0.253 0.100
H 3.688843 5.397478 -2.290150 -0.593 1.498 -0.599 0.100
H 0.270424 5.104443 -3.727599 1.174 1.109 0.816 0.038
H 0.486680 6.518664 -2.485946 0.719 -1.008 -0.916 0.112
H 1.329120 4.888261 -2.244268 -0.649 1.274 -1.296 0.096
H 0.150598 7.238121 -5.826376 1.438 -0.592 -0.522 0.099
H 1.663624 7.673823 -6.873529 -0.574 -1.188 1.640 0.137
H -1.535968 4.463782 -4.551652 0.514 0.172 -1.444 -0.113
H -0.081238 2.063892 -6.694472 1.282 1.225 -0.127 0.086
H 2.361830 1.335755 -7.409520 -0.343 2.088 0.411 0.099
O -0.750694 -1.629760 1.953759 0.042 0.255 -0.128 0.093
C -0.366457 -0.531138 1.589670 -0.292 -0.803 0.327 -0.268
C -0.426370 0.628124 2.508281 -0.064 0.204 0.319 -0.081
C -0.907152 0.454886 3.807408 -0.024 0.127 0.175 0.009
C -0.929712 1.530077 4.689146 0.040 -0.082 -0.181 -0.053
C -0.471766 2.780222 4.278422 0.038 -0.082 -0.213 -0.055
C -0.008437 2.960202 2.979383 -0.068 0.055 0.238 0.004
C 0.009439 1.885565 2.089509 -0.075 0.052 0.364 -0.085
C 0.487392 2.090757 0.704166 0.273 0.894 -0.276 -0.278
O 0.817098 3.201013 0.321218 -0.085 -0.266 0.061 0.093
C 0.566105 0.927960 -0.207881 0.068 -0.207 -0.338 -0.083
C 1.049362 1.101865 -1.506236 0.036 -0.159 -0.173 0.005
C 1.158526 0.009397 -2.359839 -0.052 0.095 0.174 -0.054
C 0.786500 -1.259445 -1.920558 -0.080 0.077 0.218 -0.054
C 0.291117 -1.433657 -0.632107 0.074 -0.042 -0.250 0.005
C 0.174821 -0.338467 0.225854 0.148 -0.098 -0.386 -0.082
H -1.260207 -0.517986 4.135255 0.114 0.073 -0.177 0.121
H -1.299634 1.392584 5.700292 0.043 -0.003 -0.121 0.110
H -0.477983 3.615800 4.971147 -0.002 -0.087 -0.090 0.109
H 0.342265 3.937963 2.663785 -0.034 -0.207 -0.114 0.121
H 1.345499 2.087206 -1.852902 -0.065 -0.087 0.199 0.112
H 1.538279 0.146094 -3.367644 -0.035 0.006 0.116 0.107
H 0.880934 -2.113300 -2.584133 -0.017 0.090 0.088 0.109
H 0.000178 -2.424867 -0.297612 -0.009 0.212 0.104 0.121
O -1.031248 -4.450900 5.549910 -0.153 -0.284 -0.077 0.101
C -1.570244 -5.470289 5.153129 0.430 0.847 0.281 -0.279
C -1.572786 -6.692852 5.988747 0.062 -0.261 0.302 -0.084
C -0.971132 -6.668970 7.248222 0.014 -0.168 0.187 0.002
C -1.003642 -7.800810 8.055595 -0.047 0.114 -0.176 -0.059
C -1.637273 -8.958905 7.609969 -0.051 0.091 -0.206 -0.059
C -2.222384 -8.991436 6.348699 0.084 -0.079 0.243 0.002
C -2.185913 -7.859956 5.532746 0.122 -0.073 0.382 -0.085
C -2.795796 -7.910070 4.184955 -0.429 -0.849 -0.389 -0.280
O -3.283512 -8.946420 3.765342 0.142 0.293 0.140 0.100
C -2.810964 -6.683131 3.358028 -0.065 0.218 -0.292 -0.087
C -3.414996 -6.707741 2.099772 -0.048 0.152 -0.172 0.000
C -3.463747 -5.550875 1.329129 0.069 -0.104 0.206 -0.057
C -2.910635 -4.366582 1.811820 0.058 -0.099 0.161 -0.053
C -2.295397 -4.342290 3.059126 -0.074 0.103 -0.138 0.006
C -2.239392 -5.502534 3.833430 -0.190 0.120 -0.386 -0.081
H -0.480677 -5.767982 7.603272 -0.126 -0.047 -0.198 0.120
H -0.539199 -7.779052 9.036481 -0.049 0.010 -0.113 0.107
H -1.673169 -9.837874 8.245826 0.006 0.090 -0.084 0.107
H -2.710115 -9.898416 6.004996 0.049 0.211 -0.109 0.121
H -3.852016 -7.626190 1.720174 0.104 0.056 0.213 0.120
H -3.937414 -5.571002 0.352532 0.046 -0.013 0.112 0.106
H -2.957234 -3.461632 1.214080 0.061 -0.077 0.105 0.104
H -1.863964 -3.416403 3.426499 0.024 -0.219 0.002 0.103